(1)
Entry from the OMol25 dataset: a 2-piece molecular cluster, CH2ClPS overall at a distorted geometry (the ωB97M-V functional and the def2-TZVPD basis).

Geometry as ORCA input:
```
! RIJCOSX wB97M-V def2-TZVPD def2/J DEFGRID3
* xyz 0 1
C -1.729 -0.477 0.353
P 3.331 -0.101 -0.587
S -0.477 0.166 -0.460
Cl 2.932 1.804 -0.473
H -1.796 -1.563 0.238
H -2.261 0.171 0.928
*
```

Output
total energy	-1238.9213	Eh
Kohn-Sham gap (alpha / beta)	6.9043 / 6.9859	eV
LUMO energy (alpha / beta)	-0.04168 / -0.04231	Eh
F_max	0.08809	hartree/bohr
relative energy (zero: lowest compared OMol25 entry of this formula, charge and spin)	77.4	kcal/mol



(2)
Entry from the OMol25 dataset: CH2F2IP in the gas phase at a distorted geometry (the ωB97M-V functional and the def2-TZVPD basis).

Geometry as ORCA input:
```
! RIJCOSX wB97M-V def2-TZVPD def2/J DEFGRID3
* xyz 0 1
F -1.007 -2.579 0.502
P -0.843 -1.014 -0.495
C 0.514 0.738 -0.161
F 0.181 1.200 1.081
I 2.640 0.311 -0.265
H -1.830 -0.252 0.178
H 0.346 1.597 -0.840
*
```

Output
total energy	-877.9947	Eh
SMILES string	FP[C@@H](F)I
Kohn-Sham gap	8.2911	eV
LUMO energy	-0.04981	Eh
F_max	0.07945	hartree/bohr
relative energy (zero: lowest compared OMol25 entry of this formula, charge and spin)	27.3	kcal/mol



(3)
Entry from the OMol25 dataset: a 2-piece molecular cluster, CH2F2N2 overall at a distorted geometry (the ωB97M-V functional and the def2-TZVPD basis).

Geometry as ORCA input:
```
! RIJCOSX wB97M-V def2-TZVPD def2/J DEFGRID3
* xyz 0 1
N 0.704 -1.090 -0.044
C -0.475 -1.005 0.117
N -1.592 -1.166 -0.327
F -2.671 -0.613 0.171
H 1.318 -1.693 0.335
F -0.112 1.555 -0.218
H 0.515 0.789 -0.103
*
```

Output
total energy	-348.4045	Eh
SMILES string	N=C=NF.F
Kohn-Sham gap	10.5883	eV
LUMO energy	-0.00906	Eh
F_max	0.07464	hartree/bohr
relative energy (zero: lowest compared OMol25 entry of this formula, charge and spin)	70.3	kcal/mol



(4)
Entry from the OMol25 dataset: an isolated ion of composition CH2F2N2OP and charge +1 at a distorted geometry (the ωB97M-V functional and the def2-TZVPD basis).

Geometry as ORCA input:
```
! RIJCOSX wB97M-V def2-TZVPD def2/J DEFGRID3
* xyz 1 1
F -0.568 -0.165 -1.916
C -0.723 0.787 -1.007
F 0.427 1.486 -0.957
O -1.072 0.114 0.170
N -0.086 -0.553 0.658
P 1.535 -1.567 0.887
N -0.097 -1.258 1.650
H -1.448 1.590 -1.093
H 2.032 -0.434 1.608
*
```

Output
total energy	-764.6905	Eh
SMILES string	FC(F)O[N+]1=[PH]=N1
Kohn-Sham gap	10.0650	eV
LUMO energy	-0.25942	Eh
F_max	0.07523	hartree/bohr
relative energy (zero: lowest compared OMol25 entry of this formula, charge and spin)	115.2	kcal/mol



(5)
Entry from the OMol25 dataset: a 2-piece molecular cluster, CH2F2O2PS overall at a distorted geometry (the ωB97M-V functional and the def2-TZVPD basis).

Geometry as ORCA input:
```
! RIJCOSX wB97M-V def2-TZVPD def2/J DEFGRID3
* xyz -1 1
C -1.770 -0.496 0.270
O 2.437 -0.783 -0.924
O 0.823 1.076 -0.521
F -2.211 -1.414 1.202
F -2.469 -0.753 -1.058
P 1.967 0.161 0.113
S 3.257 1.158 1.160
H -2.120 0.499 0.645
H 0.088 0.553 -0.886
*
```

Output
total energy	-1129.0742	Eh
Kohn-Sham gap (alpha / beta)	4.5633 / 7.5513	eV
LUMO energy (alpha / beta)	0.06643 / 0.09877	Eh
F_max	0.05288	hartree/bohr
relative energy (zero: lowest compared OMol25 entry of this formula, charge and spin)	89.1	kcal/mol



(6)
Entry from the OMol25 dataset: a 2-piece molecular cluster, CH2F3NS overall at a distorted geometry (the ωB97M-V functional and the def2-TZVPD basis).

Geometry as ORCA input:
```
! RIJCOSX wB97M-V def2-TZVPD def2/J DEFGRID3
* xyz 0 1
C 1.545 -0.989 -0.856
N 0.424 -0.469 -0.858
F -1.238 1.091 1.997
F -0.962 2.469 0.217
F -2.317 -0.559 0.876
S -1.613 0.923 0.433
H 2.273 -0.978 -0.043
H 1.888 -1.488 -1.766
*
```

Output
total energy	-791.6877	Eh
Kohn-Sham gap (alpha / beta)	8.2244 / 9.2951	eV
LUMO energy (alpha / beta)	-0.08110 / -0.03722	Eh
F_max	0.03179	hartree/bohr
relative energy (zero: lowest compared OMol25 entry of this formula, charge and spin)	90.0	kcal/mol



(7)
Entry from the OMol25 dataset: a 2-piece molecular cluster, CH2F3NS overall at a distorted geometry (the ωB97M-V functional and the def2-TZVPD basis).

Geometry as ORCA input:
```
! RIJCOSX wB97M-V def2-TZVPD def2/J DEFGRID3
* xyz 0 1
C 0.393 0.457 0.530
N 0.241 -0.935 0.327
F 0.998 -1.636 -0.595
F -1.886 -0.826 1.245
F 0.269 1.024 -2.393
S -1.225 -0.198 -0.166
H 0.327 1.130 1.383
H 0.882 0.983 -0.331
*
```

Output
total energy	-791.5701	Eh
Kohn-Sham gap (alpha / beta)	7.3527 / 7.3490	eV
LUMO energy (alpha / beta)	-0.07434 / -0.07437	Eh
F_max	0.06994	hartree/bohr
relative energy (zero: lowest compared OMol25 entry of this formula, charge and spin)	163.8	kcal/mol



(8)
Entry from the OMol25 dataset: CH2F3P in the gas phase at a distorted geometry (the ωB97M-V functional and the def2-TZVPD basis).

Geometry as ORCA input:
```
! RIJCOSX wB97M-V def2-TZVPD def2/J DEFGRID3
* xyz 0 1
F 1.272 -1.381 -0.605
C 0.781 -0.227 -0.078
P -1.085 -0.167 -0.535
F -1.770 -0.281 1.056
F -1.233 1.402 -0.376
H 1.131 0.663 -0.516
H 0.904 -0.010 1.053
*
```

Output
total energy	-680.2770	Eh
SMILES string	FCP(F)F
Kohn-Sham gap	10.8167	eV
LUMO energy	0.01289	Eh
F_max	0.07289	hartree/bohr
relative energy (zero: lowest compared OMol25 entry of this formula, charge and spin)	12.3	kcal/mol



(9)
Entry from the OMol25 dataset: CH2FN in the gas phase at a distorted geometry (the ωB97M-V functional and the def2-TZVPD basis).

Geometry as ORCA input:
```
! RIJCOSX wB97M-V def2-TZVPD def2/J DEFGRID3
* xyz 0 3
C -0.323 -0.256 -0.051
N 0.390 0.932 -0.034
F -1.694 -0.215 -0.037
H 0.162 -1.182 0.040
H 1.465 0.721 0.082
*
```

Output
total energy	-193.7312	Eh
Kohn-Sham gap (alpha / beta)	8.1161 / 8.3617	eV
LUMO energy (alpha / beta)	0.03570 / -0.10453	Eh
F_max	0.08994	hartree/bohr
relative energy (zero: lowest compared OMol25 entry of this formula, charge and spin)	0.0	kcal/mol



(10)
Entry from the OMol25 dataset: a 2-piece molecular cluster, CH2FNO3 overall at a distorted geometry (the ωB97M-V functional and the def2-TZVPD basis).

Geometry as ORCA input:
```
! RIJCOSX wB97M-V def2-TZVPD def2/J DEFGRID3
* xyz 0 1
O 1.913 -0.686 1.546
C 0.787 -0.616 1.289
N -0.513 -0.995 1.425
O -0.138 0.190 0.705
H -0.891 -1.527 0.646
O -0.086 0.895 -2.259
F -1.048 1.929 -2.131
H -0.024 0.809 -1.221
*
```

Output
total energy	-419.4065	Eh
SMILES string	O=C1NO1.OF
Kohn-Sham gap	11.7902	eV
LUMO energy	0.01212	Eh
F_max	0.07480	hartree/bohr
relative energy (zero: lowest compared OMol25 entry of this formula, charge and spin)	7.0	kcal/mol



(11)
Entry from the OMol25 dataset: CH2FNOS in the gas phase at a distorted geometry (the ωB97M-V functional and the def2-TZVPD basis).

Geometry as ORCA input:
```
! RIJCOSX wB97M-V def2-TZVPD def2/J DEFGRID3
* xyz 0 1
O -1.719 -1.037 0.498
C -0.779 -1.190 -0.215
F -0.597 -2.272 -1.009
N 0.306 -0.426 -0.369
S 0.278 1.055 0.400
H 1.132 -0.723 -0.992
H -0.788 0.620 1.129
*
```

Output
total energy	-667.3462	Eh
SMILES string	O=C(F)NS
Kohn-Sham gap	9.4776	eV
LUMO energy	0.01441	Eh
F_max	0.05296	hartree/bohr
relative energy (zero: lowest compared OMol25 entry of this formula, charge and spin)	2.5	kcal/mol



(12)
Entry from the OMol25 dataset: CH2FPS2 in the gas phase at a distorted geometry (the ωB97M-V functional and the def2-TZVPD basis).

Geometry as ORCA input:
```
! RIJCOSX wB97M-V def2-TZVPD def2/J DEFGRID3
* xyz 0 1
C 2.688 0.051 0.565
F 3.917 -0.293 0.648
P 0.171 0.729 -0.056
S 2.096 0.247 -1.026
S -0.169 2.606 0.211
H -0.697 0.253 -1.197
H -0.124 -0.414 0.921
*
```

Output
total energy	-1276.7864	Eh
Kohn-Sham gap	8.8842	eV
LUMO energy	-0.01761	Eh
F_max	0.05430	hartree/bohr
relative energy (zero: lowest compared OMol25 entry of this formula, charge and spin)	51.7	kcal/mol



(13)
Entry from the OMol25 dataset: CH2FPSi as an isolated structure at a distorted geometry (the ωB97M-V functional and the def2-TZVPD basis).

Geometry as ORCA input:
```
! RIJCOSX wB97M-V def2-TZVPD def2/J DEFGRID3
* xyz 0 3
C -0.922 0.738 -0.276
F -1.885 1.537 0.214
Si 0.679 -0.272 0.066
P -1.045 -1.637 0.022
H 1.504 -0.323 -1.129
H 1.669 -0.042 1.102
*
```

Output
total energy	-769.8033	Eh
Kohn-Sham gap (alpha / beta)	8.4039 / 6.5467	eV
LUMO energy (alpha / beta)	-0.00019 / -0.07572	Eh
F_max	0.03569	hartree/bohr
relative energy (zero: lowest compared OMol25 entry of this formula, charge and spin)	7.7	kcal/mol



(14)
Entry from the OMol25 dataset: CH2HgLiO3 as an isolated structure at a distorted geometry (the ωB97M-V functional and the def2-TZVPD basis).

Geometry as ORCA input:
```
! RIJCOSX wB97M-V def2-TZVPD def2/J DEFGRID3
* xyz 0 2
O -2.618 1.357 -0.306
C -0.379 -1.046 -0.502
O 0.672 -1.410 -1.057
O -0.413 -0.400 0.597
H -2.602 2.210 -0.737
Hg 1.839 -0.372 0.606
Li -2.001 0.479 1.124
H -1.399 -1.649 -0.633
*
```

Output
total energy	-425.9500	Eh
Kohn-Sham gap (alpha / beta)	7.7096 / 4.9789	eV
LUMO energy (alpha / beta)	-0.00531 / -0.10541	Eh
F_max	0.08116	hartree/bohr



(15)
Entry from the OMol25 dataset: CH2IN in the gas phase at a distorted geometry (the ωB97M-V functional and the def2-TZVPD basis).

Geometry as ORCA input:
```
! RIJCOSX wB97M-V def2-TZVPD def2/J DEFGRID3
* xyz 0 1
H -0.701 -0.798 -0.078
N 0.325 -1.011 -0.065
C 1.043 -0.001 -0.013
I 3.102 0.040 0.071
H 0.812 0.968 0.269
*
```

Output
total energy	-391.7145	Eh
SMILES string	[H]/N=C/I
Kohn-Sham gap	10.4026	eV
LUMO energy	0.02209	Eh
F_max	0.04615	hartree/bohr
relative energy (zero: lowest compared OMol25 entry of this formula, charge and spin)	1.7	kcal/mol



(16)
Entry from the OMol25 dataset: a 2-piece molecular cluster, CH2IN5O2 overall at a distorted geometry (the ωB97M-V functional and the def2-TZVPD basis).

Geometry as ORCA input:
```
! RIJCOSX wB97M-V def2-TZVPD def2/J DEFGRID3
* xyz 0 1
C 1.099 0.989 0.040
N 1.591 -0.251 -0.487
N 0.624 -0.926 -1.008
N -0.315 0.887 -0.346
N -0.521 -0.287 -0.963
N -1.039 -1.733 0.531
O -1.468 -2.771 0.180
O -0.994 -1.123 1.507
I -1.731 2.346 -0.103
H 1.327 1.088 1.093
H 1.427 1.781 -0.445
*
```

Output
total energy	-760.9842	Eh
Kohn-Sham gap (alpha / beta)	7.8272 / 7.1686	eV
LUMO energy (alpha / beta)	-0.04502 / -0.04807	Eh
F_max	0.09752	hartree/bohr
relative energy (zero: lowest compared OMol25 entry of this formula, charge and spin)	3.3	kcal/mol



(17)
Entry from the OMol25 dataset: CH2INO as an isolated structure at a distorted geometry (the ωB97M-V functional and the def2-TZVPD basis).

Geometry as ORCA input:
```
! RIJCOSX wB97M-V def2-TZVPD def2/J DEFGRID3
* xyz 0 1
C 0.030 -0.462 -0.186
N 0.232 1.087 -0.127
O 1.059 1.513 0.648
I -2.026 -0.429 0.293
H 0.730 -0.748 0.559
H -0.025 -0.961 -1.186
*
```

Output
total energy	-466.8796	Eh
Kohn-Sham gap	8.9291	eV
LUMO energy	-0.02051	Eh
F_max	0.04850	hartree/bohr
relative energy (zero: lowest compared OMol25 entry of this formula, charge and spin)	84.1	kcal/mol



(18)
Entry from the OMol25 dataset: a 2-piece molecular cluster, CH2INO2 overall at a distorted geometry (the ωB97M-V functional and the def2-TZVPD basis).

Geometry as ORCA input:
```
! RIJCOSX wB97M-V def2-TZVPD def2/J DEFGRID3
* xyz 0 1
N 0.358 -0.962 0.028
C 0.978 0.022 0.243
O 1.697 0.927 0.442
H 0.482 -1.958 -0.045
O -1.786 1.616 -0.729
I -2.751 -0.084 -0.419
H -1.162 1.340 -1.345
*
```

Output
total energy	-542.1897	Eh
SMILES string	N=C=O.OI
Kohn-Sham gap	8.6813	eV
LUMO energy	-0.02495	Eh
F_max	0.05500	hartree/bohr
relative energy (zero: lowest compared OMol25 entry of this formula, charge and spin)	23.1	kcal/mol



(19)
Entry from the OMol25 dataset: a 2-piece molecular cluster, CH2INO3 overall at a distorted geometry (the ωB97M-V functional and the def2-TZVPD basis).

Geometry as ORCA input:
```
! RIJCOSX wB97M-V def2-TZVPD def2/J DEFGRID3
* xyz 0 1
C -0.426 0.060 -0.252
N 1.362 -2.067 -0.013
O 1.534 -0.979 -0.730
O 2.027 -3.019 -0.151
O 0.445 -2.050 0.865
I -2.171 -0.894 -0.321
H -0.066 0.242 0.800
H -0.028 0.662 -1.176
*
```

Output
total energy	-617.2220	Eh
Kohn-Sham gap	7.5239	eV
LUMO energy	-0.08222	Eh
F_max	0.06899	hartree/bohr
relative energy (zero: lowest compared OMol25 entry of this formula, charge and spin)	55.1	kcal/mol



(20)
Entry from the OMol25 dataset: an isolated ion of composition CH2INO3P and charge -1 at a distorted geometry (the ωB97M-V functional and the def2-TZVPD basis).

Geometry as ORCA input:
```
! RIJCOSX wB97M-V def2-TZVPD def2/J DEFGRID3
* xyz -1 1
C -1.195 0.618 -0.647
N -0.640 -0.275 0.025
O -1.350 -1.290 0.378
P 1.095 -0.576 0.471
O 1.242 -1.054 1.911
O 1.738 -1.252 -0.663
I 1.993 1.794 0.360
H -0.544 1.337 -1.056
H -2.340 0.698 -0.778
*
```

Output
total energy	-958.9151	Eh
SMILES string	C=[N+]([O-])[P@@](=O)([O-])I
Kohn-Sham gap	8.1890	eV
LUMO energy	0.10809	Eh
F_max	0.07284	hartree/bohr
relative energy (zero: lowest compared OMol25 entry of this formula, charge and spin)	16.9	kcal/mol